# 1
A cluster of 6 separate species, H12O5S2 in total in a non-equilibrium geometry, computed with ωB97M-V/def2-TZVPD.

Properties
molecular weight: 156.2 g mol⁻¹
charge: +1
HOMO energy (alpha / beta): -13.3 / -13.3 eV
2S+1: 2
<S²>: 0.75
electronic energy: -32093.1215 eV

Last column: Mulliken charge in e.
Element x y z (Å)
S 4.093 0.538 -0.809  0.235
S 6.046 0.175 -1.116  0.118
H 3.958 1.884 -0.964  0.329
H 6.307 0.024 0.207  0.313
H -1.101 -0.329 1.495  0.362
H -1.868 0.967 1.969  0.285
O -1.539 0.473 1.210  -0.631
H -4.131 1.911 -1.233  0.318
H -3.758 3.291 -0.724  0.311
O -3.572 2.669 -1.427  -0.626
H -1.018 -2.493 1.740  0.345
H -1.429 -2.062 3.109  0.339
O -0.659 -2.032 2.516  -0.702
H -0.728 1.064 -1.871  0.315
H -0.688 -0.018 -0.810  0.319
O -0.136 0.447 -1.441  -0.614
H -0.234 -2.349 -1.350  0.310
H 0.574 -1.787 -0.104  0.297
O -0.117 -2.372 -0.400  -0.622

# 2
A cluster of 2 separate species, C3H2BrI in total in a non-equilibrium geometry, computed with ωB97M-V/def2-TZVPD.

Properties
molecular weight: 244.9 g mol⁻¹
HOMO energy (alpha / beta): -9.0 / -8.3 eV
2S+1: 1
electronic energy: -81281.8605 eV

Last column: Mulliken charge in e.
Element x y z (Å)
C 0.862 -0.173 -0.677  -0.078
C 0.756 -0.190 0.674  0.023
C -0.306 0.431 -0.094  -0.367
Br -0.973 2.315 0.056  -0.080
I -3.017 -1.286 -0.241  -0.201
H 1.568 -0.524 -1.385  0.386
H 1.110 -0.573 1.667  0.317

# 3
A structure of composition C23H35CrN7S, computed with ωB97M-V/def2-TZVPD.

Properties
molecular weight: 493.6 g mol⁻¹
charge: +1
HOMO energy (alpha / beta): -9.3 / -9.7 eV
2S+1: 4
<S²>: 3.97
electronic energy: -74103.5720 eV

Last column: Mulliken charge in e.
Element x y z (Å)
Cr -0.774 0.308 -1.053  1.272
C -1.979 2.945 -0.230  -0.896
C -0.499 3.065 0.094  -0.699
N 0.315 2.121 -0.705  0.206
C 0.776 2.655 -1.996  -1.417
C -0.312 2.525 -3.034  0.944
C -0.492 3.419 -4.069  -0.951
C -1.532 3.194 -4.963  -0.462
C -2.357 2.097 -4.786  -0.934
C -2.113 1.237 -3.724  0.690
C -2.959 -0.003 -3.495  -1.417
N -2.854 -0.519 -2.138  0.048
C -3.913 -0.122 -1.214  -0.916
C -3.730 1.322 -0.776  -0.816
N -2.406 1.535 -0.166  0.106
N -1.105 1.456 -2.877  0.519
H -2.178 3.296 -1.243  0.362
H -2.556 3.580 0.449  0.593
H -0.325 2.834 1.144  0.214
H -0.169 4.095 -0.068  0.355
H 1.108 1.837 -0.128  0.265
H 1.634 2.061 -2.318  0.428
H 1.105 3.694 -1.914  0.380
H 0.156 4.278 -4.173  0.492
H -1.704 3.880 -5.782  0.442
H -3.184 1.910 -5.458  0.486
H -2.610 -0.770 -4.191  0.473
H -3.996 0.218 -3.775  0.388
H -2.731 -1.521 -2.133  0.354
H -3.858 -0.776 -0.342  0.304
H -4.913 -0.236 -1.649  0.418
H -4.538 1.614 -0.101  0.539
H -3.795 1.978 -1.648  0.385
H -2.426 1.234 0.807  0.306
C 2.206 -2.459 -1.303  -1.538
C 1.438 -2.902 -0.091  1.691
C 1.870 -3.968 0.684  -0.907
C 1.166 -4.369 1.813  -0.931
C 0.013 -3.688 2.174  -0.734
C -0.453 -2.615 1.422  1.102
C -1.699 -1.880 1.821  -0.897
C 0.257 -2.221 0.270  -0.422
N -0.207 -1.194 -0.512  -1.274
H 3.075 -3.094 -1.467  0.421
H 2.546 -1.427 -1.190  0.215
H 1.578 -2.487 -2.195  0.262
H 2.772 -4.496 0.394  0.391
H 1.510 -5.208 2.404  0.415
H -0.540 -3.989 3.056  0.407
H -2.110 -2.283 2.746  0.493
H -2.461 -1.965 1.041  0.036
H -1.479 -0.820 1.972  -0.010
S 0.968 1.009 2.299  -0.509
C 2.222 0.128 3.042  0.134
N 3.121 0.760 3.809  -0.143
C 4.242 0.117 4.484  -0.635
C 4.606 -1.160 3.748  -0.717
C 3.354 -1.997 3.554  -0.452
N 2.331 -1.190 2.902  0.054
H 2.978 1.751 3.903  0.225
H 3.978 -0.107 5.522  0.292
H 5.079 0.814 4.497  0.386
H 5.348 -1.719 4.318  0.376
H 5.038 -0.918 2.775  0.318
H 2.986 -2.361 4.518  0.233
H 3.545 -2.862 2.924  0.336
H 1.638 -1.644 2.321  -0.081

# 4
A structure of composition C10H17N7OPdS5, computed with ωB97M-V/def2-TZVPD.

Properties
molecular weight: 518.0 g mol⁻¹
charge: +2
HOMO energy: -14.3 eV
2S+1: 1
electronic energy: -80765.6221 eV

Last column: Mulliken charge in e.
Element x y z (Å)
Pd 0.060 -0.021 0.024  0.152
N 2.458 -2.060 1.725  -0.417
C 2.269 -0.771 2.213  0.218
N 1.512 0.109 1.599  0.514
C 1.562 1.350 2.203  -0.514
C 2.297 1.383 3.338  -0.259
S 3.007 -0.154 3.621  -0.102
C 0.841 2.404 1.505  -0.163
C 0.740 3.702 1.836  -0.299
S -0.230 4.541 0.692  -0.121
C -0.477 3.084 -0.184  0.498
N 0.142 2.036 0.344  0.258
N -1.264 3.060 -1.276  -0.302
H 2.893 -2.040 0.806  0.254
H 3.030 -2.637 2.331  0.301
H 2.480 2.204 4.011  0.445
H 1.182 4.216 2.673  0.443
H -1.566 3.942 -1.660  0.288
H -1.106 2.321 -1.947  0.039
S 1.059 -0.497 -4.323  -0.032
C 0.679 -0.314 -2.790  0.282
S 1.782 -0.332 -1.437  -0.003
S -0.907 -0.029 -2.080  -0.229
N -0.642 -2.150 1.507  -0.235
N -0.219 -2.020 0.173  -0.230
H -0.237 -2.956 1.961  0.234
H -1.643 -2.030 1.582  0.217
H -0.926 -2.301 -0.508  0.343
H 0.639 -2.547 0.025  0.307
C -4.682 -0.516 2.073  -0.920
N -4.549 0.096 0.752  0.121
C -5.739 0.642 0.093  -0.970
C -3.364 0.193 0.194  0.138
O -2.310 -0.228 0.721  -0.570
H -5.694 -0.357 2.429  0.424
H -3.979 -0.064 2.770  0.313
H -4.491 -1.588 2.016  0.263
H -6.583 -0.015 0.287  0.375
H -5.580 0.686 -0.982  0.354
H -5.967 1.637 0.472  0.342
H -3.359 0.677 -0.790  0.245

# 5
A structure of composition C19H15MoN9O4S5, computed with ωB97M-V/def2-TZVPD.

Properties
molecular weight: 689.7 g mol⁻¹
HOMO energy (alpha / beta): -7.6 / -7.5 eV
2S+1: 3
<S²>: 2.14
electronic energy: -97576.4175 eV

Last column: Mulliken charge in e.
Element x y z (Å)
Mo 0.296 -0.250 0.718  -0.146
N 1.360 -0.855 2.690  -0.249
N 1.053 -2.146 3.163  -0.467
C 0.365 -2.967 2.331  0.463
N -0.092 -4.106 2.829  -0.393
N 0.301 -2.555 1.072  0.607
N 0.038 -3.517 0.086  0.745
O -0.680 -4.468 0.353  -0.766
O 0.487 -3.276 -1.001  -0.559
H 2.368 -0.700 2.674  0.263
H 0.938 -0.162 3.303  0.481
H 0.899 -2.227 4.154  0.255
H 0.054 -4.340 3.795  0.171
H -0.616 -4.712 2.218  0.221
S 2.689 3.850 2.675  -0.133
C 2.182 2.382 2.043  0.336
S 3.582 1.528 1.667  -0.268
S 0.539 1.915 1.990  -0.159
S -1.565 -0.272 2.348  -0.303
C -2.706 -1.372 1.616  0.737
C -3.668 -1.979 2.478  -0.136
N -4.398 -2.477 3.216  -0.493
C -2.680 -1.615 0.287  0.644
S -1.486 -0.902 -0.770  -0.264
C -3.654 -2.456 -0.338  -0.242
N -4.422 -3.131 -0.864  -0.487
O -4.188 4.536 -3.929  -0.469
C -3.770 4.604 -2.646  0.641
O -4.280 5.376 -1.887  -0.534
C -2.659 3.682 -2.245  0.892
C -1.781 3.097 -3.149  -1.384
C -0.769 2.262 -2.708  -0.351
C -0.617 1.999 -1.348  0.241
C -1.521 2.552 -0.445  0.002
C -2.514 3.401 -0.890  -1.365
N 0.421 1.115 -0.895  0.643
C 1.540 1.119 -1.579  -0.962
C 2.514 0.157 -1.246  0.651
C 3.760 0.063 -1.890  -1.078
C 4.649 -0.896 -1.494  -0.474
C 4.271 -1.766 -0.458  -0.969
C 3.046 -1.625 0.129  -0.271
N 2.155 -0.668 -0.230  0.822
H -3.787 3.785 -4.378  0.305
H -1.848 3.293 -4.213  0.256
H -0.132 1.783 -3.438  0.601
H -1.461 2.314 0.604  0.247
H -3.203 3.853 -0.190  0.465
H 1.720 1.845 -2.359  0.619
H 3.988 0.761 -2.684  0.481
H 5.617 -0.989 -1.967  0.449
H 4.932 -2.551 -0.119  0.450
H 2.732 -2.294 0.916  0.233

The calculation returns the following relative energy (zero: lowest compared OMol25 entry of this formula, charge and spin) values, one per record and in order: 27.1, 48.0, 0.0, 0.0, 14.2 kcal per mole.